10
Properties=species:S:1:pos:R:3:forces:R:3:mulliken_charge:R:1 method="wB97M-V/def2-TZVPD" de_lowest_kj_mol=278.9 homo_energy_ev="-10.12 / -10.12" e_tot_ha=-2820.607125 smiles="O=C1CCN1Br" lumo_energy_ev="-2.738 / -2.738" gap_ev="7.385 / 7.384"
O 0.440 2.321 -0.019 0.2 -1.6 -0.2 -0.60
C 0.247 1.122 -0.054 0.2 5.1 0.3 0.32
C -1.096 0.382 -0.039 2.1 -2.1 -1.0 -0.19
C -0.185 -0.922 -0.016 -0.3 -1.0 1.4 -0.50
N 0.943 0.006 -0.033 2.5 -2.9 0.1 -0.03
Br 3.159 -0.804 -0.019 -3.1 1.4 0.0 0.01
H -1.440 0.475 0.946 -1.2 0.5 1.1 0.23
H -1.709 0.672 -0.895 0.0 -0.4 0.3 0.28
H -0.276 -1.591 0.893 0.1 1.3 -0.4 0.21
H -0.083 -1.660 -0.763 -0.5 -0.3 -1.7 0.27